Entry 1:
16
Properties=species:S:1:pos:R:3:forces:R:3 method="wB97M-V/def2-TZVPD" e_homo_ev=-11.135 e_tot_ev=-26548.298
C -0.2938 1.0337 -1.7112 1.4 -1.3 0.4
C 1.0914 1.2776 -1.1746 0.0 0.7 2.4
C -0.0484 -0.2933 0.2760 -1.9 2.2 -3.5
C 0.2697 -1.7405 0.3203 0.2 -2.9 -2.2
C -1.0870 0.2419 1.2024 -0.4 0.4 2.9
N -1.0293 0.1075 -1.3637 1.2 -1.7 3.9
N 0.9972 0.6576 0.1024 1.5 -1.5 1.2
O 1.9693 2.0017 -1.5484 -0.6 -0.8 -0.2
F -0.3262 -2.4639 1.2636 0.6 0.7 0.8
F -0.1082 -2.4172 -0.8234 0.0 1.0 0.3
F 1.6058 -1.9038 0.3210 0.0 0.1 0.9
F -0.4813 0.5572 2.4057 0.2 -0.5 -0.4
F -1.5953 1.3979 0.8162 -0.4 0.1 -0.6
F -2.0785 -0.5949 1.5419 0.3 0.2 -0.9
H -0.6887 1.6118 -2.4206 -1.0 2.5 -3.3
H 1.8032 0.5268 0.7925 -1.3 0.6 -1.8

***

Entry 2:
15
Properties=species:S:1:pos:R:3:forces:R:3 method="wB97M-V/def2-TZVPD" e_above_lowest_kj_mol=64.6 e_homo_ev=-10.397 smiles="O=C=C(CF)C(F)(F)F.O=C(F)F" e_tot_ev=-25615.994
C 0.9264 0.7650 1.2415 0.5 -0.2 1.7
C 0.5530 0.4403 0.0191 0.0 1.3 -2.9
C -1.5076 -1.9947 1.2052 0.7 -1.7 -0.7
C 1.6618 0.2348 -1.0587 -1.6 1.5 -0.5
C -0.6488 1.0684 -0.6706 -1.8 -1.1 1.6
O 1.3072 0.9202 2.3317 -0.7 -0.1 -1.7
O -0.3730 -2.1755 0.8814 -2.0 0.9 1.1
F -2.5312 -2.6597 0.7127 0.1 -0.5 -0.9
F -2.0734 -1.2604 2.1200 1.2 1.0 0.6
F 2.3987 1.3908 -1.3094 0.5 0.1 0.9
F -1.3261 0.2344 -1.5165 1.0 0.0 0.3
F -1.6532 1.4095 0.2377 1.4 0.3 -0.6
F -0.2859 2.1064 -1.3892 -0.2 0.7 -0.1
H 1.3269 0.0748 -2.0927 -0.9 -0.8 0.8
H 2.2253 -0.5546 -0.7122 1.9 -1.5 0.4

***

Entry 3:
12
Properties=species:S:1:pos:R:3:forces:R:3 method="wB97M-V/def2-TZVPD" e_above_lowest_kj_mol=105.5 e_homo_ev=-10.927 smiles="N#C[C@H]1C(=O)NC(=O)C1=O" e_tot_ev=-14338.495
C 0.3734 1.0830 -0.0425 -2.1 -0.4 0.3
C -1.6714 -0.0804 -0.0927 5.1 2.8 -0.6
C -0.5494 -1.0891 0.0564 0.5 -1.3 -0.8
C 0.7814 -0.3895 0.1985 -0.5 0.8 0.1
C 2.1495 -0.7975 -0.1375 4.6 0.2 -2.6
H -1.6461 1.9539 -0.3210 0.1 1.5 -0.1
H 0.7654 -0.4680 1.2582 0.3 0.4 1.7
N -1.0313 1.1891 -0.2175 0.5 -3.8 0.7
N 3.2996 -0.8675 -0.4789 -5.6 0.0 1.8
O 1.0447 2.0236 0.0766 2.4 2.2 -0.1
O -2.7611 -0.3069 -0.3490 -5.1 -1.2 -0.4
O -0.7548 -2.2508 0.0495 -0.1 -1.2 0.0

***

Entry 4:
8
Properties=species:S:1:pos:R:3:forces:R:3 method="wB97M-V/def2-TZVPD" e_above_lowest_kj_mol=118.7 e_homo_ev=-9.967 smiles="C#CC#CC=O" e_tot_ev=-7259.278
O 0.3324 0.2075 2.9735 -0.2 -0.2 -0.1
C 0.0753 -0.4271 1.9779 0.2 0.1 0.4
C 0.4792 -0.0224 0.6580 0.6 0.2 -0.2
C 0.7610 0.3221 -0.4642 0.2 -0.2 0.8
C 0.6153 0.5648 -1.8191 -1.2 -0.4 0.1
C -0.3885 0.4596 -2.4876 0.3 0.1 -0.2
H -0.5083 -1.3679 2.0129 0.1 0.1 0.1
H -1.3665 0.2634 -2.8514 0.0 0.2 -0.8

***

Entry 5:
8
Properties=species:S:1:pos:R:3:forces:R:3 method="wB97M-V/def2-TZVPD" e_above_lowest_kj_mol=330.4 e_homo_ev=-9.412 e_tot_ev=-7257.083
O 0.3985 -0.6596 0.2046 0.1 0.3 -0.1
C -0.4346 -0.2286 -0.7633 -0.2 0.0 0.3
C 1.6692 -0.3344 0.0228 0.6 0.2 0.0
C 2.7958 0.0702 -0.0184 -0.5 -0.2 0.0
C -1.7396 -0.1964 -0.1995 -0.4 0.3 0.1
C -2.7963 0.2290 0.2172 0.4 -0.3 -0.2
H 3.7843 0.4627 -0.0732 -0.1 -0.2 0.0
H -3.7137 0.6119 0.6076 0.1 -0.1 -0.1

***

Entry 6:
8
Properties=species:S:1:pos:R:3:forces:R:3 method="wB97M-V/def2-TZVPD" e_above_lowest_kj_mol=83.0 e_homo_ev=-10.001 smiles="C#CC#CC=O" e_tot_ev=-7259.648
O 1.3165 0.9371 1.9137 -0.6 -0.1 0.1
C 0.2005 0.4708 1.9797 0.3 0.1 0.3
C -0.3662 -0.2401 0.8633 0.0 -0.6 -0.2
C -0.5855 -0.8064 -0.1824 0.4 0.5 0.4
C -0.3648 -0.8875 -1.5399 0.1 0.7 -0.5
C -0.0189 -0.3391 -2.5567 -0.3 -0.2 0.2
H -0.4343 0.5499 2.8703 0.1 0.1 0.2
H 0.2529 0.3154 -3.3479 0.1 -0.4 -0.4

***

Entry 7:
8
Properties=species:S:1:pos:R:3:forces:R:3 method="wB97M-V/def2-TZVPD" spin_multiplicity=3 e_above_lowest_kj_mol=355.6 e_homo_ev="-6.947 / -10.901" e_tot_ev=-7254.287
C -1.2537 -1.9638 0.0598 1.3 -1.6 0.9
C 0.4103 2.1189 0.0796 0.7 0.8 -0.2
C -1.9538 -0.9918 -0.0852 -2.0 4.1 -1.2
C -0.6590 1.5611 -0.0822 -0.4 -0.4 -0.4
C -2.5171 0.2575 -0.0403 -0.8 -2.7 1.6
O -3.4973 0.8975 0.0490 0.4 0.7 -0.6
H -1.1674 -3.0037 -0.0113 0.5 -0.9 -0.3
H 1.0864 2.9153 -0.1361 0.3 0.0 0.3